Run A
# C40H107N9O11

9 unconnected molecules or ions with the total composition C40H107N9O11 (the ωB97M-V functional and the def2-TZVPD basis, OMol25).

HOMO: -8.38 eV
HOMO-LUMO gap: 8.86 eV
molar mass: 890.35 g mol⁻¹

Each atom is followed by the atoms it is bonded to, with distances in Å.
CARTESIAN COORDINATES (ANGSTROEM)
1 O -8.498 -11.461 13.276  C24 1.424, C40 1.390
2 O -7.195 -16.307 12.387  C28 1.393, C44 1.420
3 O 2.287 -15.818 14.153  C27 1.404, C47 1.400
4 O -3.307 -9.745 13.998  C42 1.444, C49 1.408
5 O -3.173 -4.572 14.993  C46 1.425, C57 1.414
6 O -4.155 -7.956 17.898  C21 1.454, C45 1.384
7 O -12.010 -8.532 10.700  C25 1.396, C56 1.366
8 O -5.842 -6.428 8.493  C22 1.390, C43 1.424
9 O -12.834 -11.631 13.869  C36 1.492, C58 1.415
10 O 1.761 -8.420 11.544  C23 1.395, C31 1.413
11 O -10.013 -12.991 17.476  C39 1.430, C48 1.377
12 N 1.679 -11.108 11.123  C60 1.488, H117 1.020, H128 1.019
13 N -13.654 -6.002 12.754  C52 1.494, H111 1.013, H138 1.030
14 N -5.741 -9.156 12.653  C38 1.445, C59 1.470, H154 1.013
15 N -7.973 -18.465 15.243  C32 1.430, H124 1.008, H152 1.012
16 N -5.401 -5.527 16.438  C53 1.480, C54 1.442, H145 1.020
17 N -14.183 -10.657 16.474  C26 1.483, H73 1.018, H135 1.049
18 N -11.088 -9.847 16.136  C34 1.490, H104 1.010, H131 1.014
19 N -3.182 -7.777 9.367  C30 1.499, H109 1.013, H112 1.016
20 N 0.014 -13.513 12.389  C29 1.484, H85 1.021, H151 1.038
21 C -5.545 -7.530 17.879  O6 1.454, C54 1.485, H103 1.098, H126 1.097
22 C -5.021 -7.236 7.715  O8 1.390, C30 1.505, H97 1.106, H164 1.109
23 C 0.609 -9.009 11.023  O10 1.395, C60 1.505, H87 1.115, H146 1.105
24 C -8.587 -12.807 13.731  O1 1.424, H92 1.104, H143 1.096, H165 1.089
25 C -12.123 -7.325 11.392  O7 1.396, C52 1.501, H98 1.086, H133 1.104
26 C -14.637 -11.654 15.475  N17 1.483, C37 1.510, C58 1.487, H83 1.103
27 C 1.822 -14.548 13.776  O3 1.404, C29 1.520, H67 1.101, H129 1.107
28 C -6.589 -16.377 11.135  O2 1.393, H105 1.102, H150 1.102, H161 1.097
29 C 0.883 -14.698 12.590  N20 1.484, C27 1.520, C50 1.526, H101 1.096
30 C -3.548 -7.211 8.028  N19 1.499, C22 1.505, C55 1.528, H166 1.108
31 C 1.551 -7.619 12.690  O10 1.413, H82 1.096, H156 1.100, H157 1.089
32 C -7.820 -17.282 14.455  N15 1.430, C33 1.525, C44 1.513, H76 1.094
33 C -7.303 -16.151 15.337  C32 1.525, H91 1.091, H94 1.094, H119 1.099
34 C -10.448 -10.651 17.215  N18 1.490, C41 1.512, C48 1.521, H65 1.097
35 C -14.551 -8.137 11.674  C52 1.539, H63 1.100, H81 1.105, H113 1.083
36 C -12.382 -11.005 12.593  O9 1.492, H114 1.083, H140 1.095, H147 1.089
37 C -16.147 -11.694 15.448  C26 1.510, H95 1.101, H139 1.094, H142 1.094
38 C -7.084 -9.688 12.604  N14 1.445, C40 1.514, H90 1.099, H134 1.085
39 C -10.297 -14.289 16.949  O11 1.430, H62 1.087, H88 1.126, H106 1.105
40 C -7.163 -11.104 13.132  O1 1.390, C38 1.514, H125 1.098, H144 1.107
41 C -10.903 -10.014 18.509  C34 1.512, H110 1.099, H149 1.101, H160 1.091
42 C -3.900 -8.434 14.117  O4 1.444, C59 1.497, H70 1.111, H162 1.104
43 C -6.058 -7.022 9.769  O8 1.424, H102 1.080, H137 1.094, H167 1.097
44 C -6.968 -17.438 13.215  O2 1.420, C32 1.513, H93 1.118, H163 1.100
45 C -4.017 -9.241 18.395  O6 1.384, H66 1.092, H116 1.097, H141 1.095
46 C -2.293 -4.664 16.110  O5 1.425, H99 1.099, H120 1.098, H153 1.104
47 C 2.684 -15.849 15.495  O3 1.400, H78 1.096, H96 1.090, H130 1.097
48 C -10.937 -12.078 17.019  O11 1.377, C34 1.521, H69 1.098, H132 1.103
49 C -2.006 -9.692 14.536  O4 1.408, H84 1.086, H127 1.102, H159 1.099
50 C 1.691 -14.944 11.319  C29 1.526, H77 1.086, H115 1.099, H118 1.098
51 C -0.249 -10.891 9.620  C60 1.516, H61 1.093, H80 1.089, H86 1.096
52 C -13.347 -7.378 12.260  N13 1.494, C25 1.501, C35 1.539, H136 1.110
53 C -5.117 -4.074 16.427  N16 1.480, C57 1.530, H89 1.105, H122 1.089
54 C -5.530 -6.049 17.776  N16 1.442, C21 1.485, H79 1.104, H123 1.111
55 C -2.815 -7.941 6.904  C30 1.528, H68 1.095, H74 1.085, H100 1.090
56 C -10.767 -8.689 10.157  O7 1.366, H71 1.100, H107 1.093, H108 1.084
57 C -4.299 -3.738 15.178  O5 1.414, C53 1.530, H148 1.106, H155 1.090
58 C -14.193 -11.309 14.098  O9 1.415, C26 1.487, H72 1.111, H121 1.098
59 C -5.382 -8.493 13.916  N14 1.470, C42 1.497, H64 1.113, H158 1.091
60 C 0.979 -10.198 10.178  N12 1.488, C23 1.505, C51 1.516, H75 1.096
61 H 0.035 -11.874 9.236  C51 1.093
62 H -9.714 -15.063 17.439  C39 1.087
63 H -14.225 -9.120 11.305  C35 1.100
64 H -5.804 -9.116 14.736  C59 1.113
65 H -9.357 -10.611 17.108  C34 1.097
66 H -4.506 -9.359 19.364  C45 1.092
67 H 1.333 -14.004 14.600  C27 1.101
68 H -3.237 -8.951 6.860  C55 1.095
69 H -11.930 -12.239 17.458  C48 1.098
70 H -3.359 -7.818 13.367  C42 1.111
71 H -10.605 -7.975 9.337  C56 1.100
72 H -14.316 -10.214 13.953  C58 1.111
73 H -14.080 -11.064 17.401  N17 1.018
74 H -2.956 -7.435 5.954  C55 1.085
75 H 1.628 -10.014 9.314  C60 1.096
76 H -8.791 -16.954 14.073  C32 1.094
77 H 2.225 -15.890 11.297  C50 1.086
78 H 3.606 -15.264 15.588  C47 1.096
79 H -6.456 -5.640 18.217  C54 1.104
80 H -0.743 -10.292 8.856  C51 1.089
81 H -14.899 -7.653 10.743  C35 1.105
82 H 0.861 -6.794 12.483  C31 1.096
83 H -14.218 -12.656 15.670  C26 1.103
84 H -1.448 -10.621 14.475  C49 1.086
85 H -0.386 -13.250 13.292  N20 1.021
86 H -0.962 -11.159 10.408  C51 1.096
87 H 0.063 -9.448 11.890  C23 1.115
88 H -11.343 -14.627 17.195  C39 1.126
89 H -4.482 -3.797 17.287  C53 1.105
90 H -7.351 -9.796 11.544  C38 1.099
91 H -6.463 -16.346 16.005  C33 1.091
92 H -8.194 -13.469 12.940  C24 1.104
93 H -7.381 -18.316 12.659  C44 1.118
94 H -7.108 -15.220 14.796  C33 1.094
95 H -16.589 -12.472 14.805  C37 1.101
96 H 2.862 -16.881 15.795  C47 1.090
97 H -5.100 -6.913 6.660  C22 1.106
98 H -11.262 -7.067 12.001  C25 1.086
99 H -2.602 -5.414 16.852  C46 1.099
100 H -1.749 -8.002 7.124  C55 1.090
101 H 0.287 -15.603 12.752  C29 1.096
102 H -5.778 -8.064 9.807  C43 1.080
103 H -5.968 -7.872 18.833  C21 1.098
104 H -10.759 -8.894 16.094  N18 1.010
105 H -5.526 -16.664 11.118  C28 1.102
106 H -10.324 -14.292 15.844  C39 1.105
107 H -9.967 -8.512 10.882  C56 1.093
108 H -10.720 -9.702 9.773  C56 1.084
109 H -2.191 -7.988 9.368  N19 1.013
110 H -10.431 -9.031 18.649  C41 1.099
111 H -14.372 -6.004 13.468  N13 1.013
112 H -3.400 -7.014 10.003  N19 1.016
113 H -15.368 -8.284 12.370  C35 1.083
114 H -13.099 -11.086 11.786  C36 1.083
115 H 2.378 -14.102 11.154  C50 1.099
116 H -4.311 -9.993 17.652  C45 1.097
117 H 2.410 -11.621 10.631  N12 1.020
118 H 1.045 -14.946 10.431  C50 1.098
119 H -8.132 -15.842 15.990  C33 1.099
120 H -1.311 -4.956 15.714  C46 1.098
121 H -14.817 -11.795 13.336  C58 1.098
122 H -6.050 -3.513 16.381  C53 1.089
123 H -4.798 -5.668 18.519  C54 1.111
124 H -7.191 -18.631 15.858  N15 1.008
125 H -6.632 -11.783 12.451  C40 1.098
126 H -6.003 -8.087 17.052  C21 1.097
127 H -2.124 -9.462 15.608  C49 1.102
128 H 2.183 -10.534 11.797  N12 1.019
129 H 2.703 -13.930 13.517  C27 1.107
130 H 1.904 -15.492 16.180  C47 1.097
131 H -11.109 -10.231 15.197  N18 1.014
132 H -11.046 -12.263 15.938  C48 1.103
133 H -12.339 -6.583 10.605  C25 1.104
134 H -7.807 -9.027 13.072  C38 1.085
135 H -13.182 -10.469 16.220  N17 1.049
136 H -13.081 -8.016 13.128  C52 1.110
137 H -5.544 -6.369 10.481  C43 1.094
138 H -14.084 -5.502 11.963  N13 1.030
139 H -16.631 -10.782 15.088  C37 1.094
140 H -12.140 -9.984 12.909  C36 1.095
141 H -2.945 -9.397 18.553  C45 1.095
142 H -16.506 -11.891 16.463  C37 1.094
143 H -9.628 -13.149 13.739  C24 1.096
144 H -6.630 -11.126 14.101  C40 1.107
145 H -4.607 -5.939 15.946  N16 1.020
146 H -0.208 -8.389 10.612  C23 1.105
147 H -11.429 -11.503 12.420  C36 1.089
148 H -3.935 -2.697 15.244  C57 1.106
149 H -10.623 -10.565 19.419  C41 1.101
150 H -6.575 -15.344 10.753  C28 1.102
151 H 0.688 -12.760 12.154  N20 1.038
152 H -8.164 -19.286 14.684  N15 1.012
153 H -2.106 -3.696 16.609  C46 1.104
154 H -5.022 -9.828 12.417  N14 1.013
155 H -4.889 -3.794 14.263  C57 1.090
156 H 1.214 -8.222 13.544  C31 1.100
157 H 2.527 -7.201 12.935  C31 1.089
158 H -5.890 -7.527 13.929  C59 1.091
159 H -1.424 -8.870 14.095  C49 1.099
160 H -11.977 -9.839 18.575  C41 1.091
161 H -7.129 -16.988 10.400  C28 1.097
162 H -3.660 -7.938 15.074  C42 1.104
163 H -5.909 -17.686 13.372  C44 1.100
164 H -5.411 -8.265 7.580  C22 1.109
165 H -8.111 -12.853 14.709  C24 1.089
166 H -3.233 -6.152 7.947  C30 1.108
167 H -7.114 -6.933 10.053  C43 1.097



Run B
# C40H107N9O11

9 unconnected molecules or ions with the total composition C40H107N9O11 (the ωB97M-V functional and the def2-TZVPD basis, OMol25).

HOMO: -8.50 eV
HOMO-LUMO gap: 9.25 eV
molar mass: 890.35 g mol⁻¹

Each atom is followed by the atoms it is bonded to, with distances in Å.
CARTESIAN COORDINATES (ANGSTROEM)
1 O 3.597 6.075 0.117  C31 1.416, C42 1.359
2 O 2.798 0.426 2.670  C21 1.489, C35 1.396
3 O -0.112 -5.461 -2.769  C22 1.472, C45 1.385
4 O -4.980 2.648 0.234  C53 1.420, C56 1.440
5 O 0.759 -7.649 5.492  C24 1.419, C32 1.438
6 O -3.629 -4.378 -0.644  C23 1.364, C52 1.422
7 O 2.990 2.114 -3.291  C50 1.435, C58 1.448
8 O 2.046 -3.971 0.460  C28 1.404, C40 1.413
9 O -2.443 2.130 -4.632  C43 1.452, C55 1.444
10 O -2.160 5.149 4.667  C49 1.415, C51 1.452
11 O -0.367 -1.128 -1.937  C54 1.440, C59 1.428
12 N 3.402 0.821 -0.730  C37 1.436, H109 1.012, H122 0.998
13 N -1.805 -3.320 -3.975  C41 1.464, H63 1.055, H89 1.054
14 N 5.557 1.309 2.153  C29 1.470, H95 0.967, H143 1.053
15 N 0.718 -6.148 3.157  C25 1.465, C30 1.468, H151 1.015
16 N -2.966 4.109 2.295  C60 1.487, H108 0.985, H161 1.021
17 N -0.159 2.640 -2.060  C26 1.504, H140 1.026, H150 1.037
18 N -4.717 3.241 -2.743  C36 1.467, C46 1.442, H87 1.045
19 N -4.007 -1.766 -0.896  C34 1.468, H73 1.039, H131 1.017
20 N 0.460 4.290 0.811  C27 1.471, H64 1.022, H82 1.020
21 C 3.250 1.843 2.743  O2 1.489, C29 1.518, H86 1.063, H99 1.146
22 C 0.432 -4.205 -3.311  O3 1.472, C41 1.468, H78 1.143, H133 1.087
23 C -2.520 -3.701 -0.226  O6 1.364, C34 1.596, H69 1.135, H110 1.117
24 C 1.031 -8.283 4.252  O5 1.419, C25 1.521, H132 1.089, H155 1.076
25 C 1.667 -7.249 3.337  N15 1.465, C24 1.521, H70 1.089, H167 1.108
26 C -0.534 1.353 -1.379  N17 1.504, C57 1.513, C59 1.573, H112 1.064
27 C 1.366 5.448 0.769  N20 1.471, C31 1.518, C39 1.499, H153 1.112
28 C 3.379 -4.408 0.397  O8 1.404, H61 1.074, H105 1.118, H118 1.078
29 C 4.712 2.068 3.085  N14 1.470, C21 1.518, C33 1.523, H146 1.143
30 C 1.319 -4.915 2.634  N15 1.468, C40 1.510, H75 1.097, H156 1.085
31 C 2.656 5.017 0.094  O1 1.416, C27 1.518, H113 1.040, H142 1.085
32 C -0.005 -8.474 6.389  O5 1.438, H106 1.081, H117 1.105, H130 1.107
33 C 4.987 3.559 2.946  C29 1.523, H81 1.114, H115 1.131, H152 1.102
34 C -3.193 -2.316 0.194  N19 1.468, C23 1.596, C48 1.527, H116 1.095
35 C 1.419 0.451 2.457  O2 1.396, H111 1.082, H119 1.071, H163 1.128
36 C -5.179 4.115 -1.660  N18 1.467, C53 1.539, H77 1.065, H101 1.079
37 C 4.435 0.955 -1.718  N12 1.436, C47 1.548, C58 1.519, H157 1.100
38 C -2.201 1.845 2.791  C60 1.546, H83 1.108, H135 1.080, H166 1.097
39 C 1.601 5.906 2.176  C27 1.499, H92 1.088, H144 1.075, H159 1.105
40 C 1.222 -4.906 1.126  O8 1.413, C30 1.510, H85 1.077, H128 1.083
41 C -0.451 -3.708 -4.373  N13 1.464, C22 1.468, C44 1.545, H65 1.121
42 C 4.707 5.718 -0.581  O1 1.359, H97 1.070, H114 1.084, H141 1.102
43 C -3.464 3.129 -4.892  O9 1.452, C46 1.515, H79 1.092, H134 1.080
44 C 0.100 -2.462 -5.103  C41 1.545, H90 1.052, H96 1.139, H165 1.107
45 C 0.827 -6.035 -1.926  O3 1.385, H76 1.102, H100 1.129, H102 1.091
46 C -3.882 3.944 -3.685  N18 1.442, C43 1.515, H123 1.083, H136 1.158
47 C 5.335 -0.304 -1.666  C37 1.548, H80 1.073, H125 1.095, H145 1.119
48 C -4.022 -2.553 1.454  C34 1.527, H67 1.101, H103 1.064, H124 1.151
49 C -1.724 3.839 4.354  O10 1.415, C60 1.522, H84 1.129, H154 1.104
50 C 2.494 2.371 -4.612  O7 1.435, H66 1.127, H72 1.030, H149 1.096
51 C -1.227 5.887 5.499  O10 1.452, H137 1.089, H160 1.066, H162 1.123
52 C -3.401 -5.697 -1.125  O6 1.422, H74 1.124, H126 1.066, H158 1.106
53 C -5.930 3.340 -0.563  O4 1.420, C36 1.539, H93 1.091, H121 1.157
54 C 0.635 -1.355 -0.927  O11 1.440, H88 1.079, H94 1.135, H129 1.050
55 C -2.213 1.269 -5.768  O9 1.444, H62 1.072, H71 1.070, H139 1.103
56 C -5.506 1.527 0.967  O4 1.440, H91 1.089, H104 1.121, H120 1.106
57 C -2.017 1.368 -1.075  C26 1.513, H147 1.086, H148 1.086, H164 1.084
58 C 3.808 0.934 -3.101  O7 1.448, C37 1.519, H98 1.121, H107 1.122
59 C -0.287 0.209 -2.430  O11 1.428, C26 1.573, H68 1.102, H138 1.073
60 C -2.714 3.164 3.415  N16 1.487, C38 1.546, C49 1.522, H127 1.094
61 H 3.489 -5.252 -0.259  C28 1.074
62 H -3.102 0.772 -6.103  C55 1.072
63 H -2.400 -4.140 -3.684  N13 1.055
64 H -0.380 4.511 1.350  N20 1.022
65 H -0.694 -4.480 -5.148  C41 1.121
66 H 1.855 3.289 -4.475  C50 1.127
67 H -4.497 -3.538 1.322  C48 1.101
68 H 0.741 0.221 -2.827  C59 1.102
69 H -1.751 -3.621 -1.056  C23 1.135
70 H 2.535 -6.871 3.876  C25 1.089
71 H -1.507 0.502 -5.526  C55 1.070
72 H 1.861 1.589 -4.831  C50 1.030
73 H -4.820 -2.390 -1.066  N19 1.039
74 H -3.195 -6.394 -0.267  C52 1.124
75 H 2.349 -4.704 2.945  C30 1.097
76 H 0.384 -6.980 -1.574  C45 1.102
77 H -5.742 4.937 -2.038  C36 1.065
78 H 1.405 -4.496 -3.835  C22 1.143
79 H -4.321 2.647 -5.366  C43 1.092
80 H 6.013 -0.353 -2.496  C47 1.073
81 H 4.966 3.986 1.916  C33 1.114
82 H 0.233 4.039 -0.151  N20 1.020
83 H -1.828 1.140 3.560  C38 1.108
84 H -1.572 3.236 5.296  C49 1.129
85 H 0.207 -4.639 0.886  C40 1.077
86 H 2.594 2.316 3.433  C21 1.063
87 H -4.246 2.396 -2.346  N18 1.045
88 H 0.535 -0.797 -0.009  C54 1.079
89 H -1.865 -2.588 -3.218  N13 1.054
90 H 0.240 -1.590 -4.532  C44 1.052
91 H -6.477 1.717 1.422  C56 1.089
92 H 2.419 6.624 2.176  C39 1.088
93 H -6.664 2.643 -0.972  C53 1.091
94 H 1.684 -1.276 -1.355  C54 1.135
95 H 5.282 0.384 2.212  N14 0.967
96 H 1.130 -2.719 -5.515  C44 1.139
97 H 5.292 5.112 0.078  C42 1.070
98 H 4.554 0.962 -3.936  C58 1.121
99 H 3.015 2.290 1.715  C21 1.146
100 H 1.787 -6.338 -2.436  C45 1.129
101 H -4.356 4.592 -1.152  C36 1.079
102 H 1.134 -5.412 -1.085  C45 1.091
103 H -4.722 -1.776 1.652  C48 1.064
104 H -4.801 1.275 1.801  C56 1.121
105 H 3.895 -4.689 1.347  C28 1.118
106 H -0.805 -9.001 5.887  C32 1.081
107 H 3.188 0.010 -3.245  C58 1.122
108 H -3.775 3.920 1.766  N16 0.985
109 H 2.617 1.436 -0.905  N12 1.012
110 H -2.038 -4.251 0.619  C23 1.117
111 H 0.869 0.903 3.272  C35 1.082
112 H 0.150 1.308 -0.565  C26 1.064
113 H 3.025 4.212 0.640  C31 1.040
114 H 4.493 5.186 -1.501  C42 1.084
115 H 4.279 4.200 3.552  C33 1.131
116 H -2.391 -1.601 0.409  C34 1.095
117 H -0.472 -7.748 7.079  C32 1.105
118 H 3.971 -3.621 -0.041  C28 1.078
119 H 1.122 -0.577 2.410  C35 1.071
120 H -5.598 0.638 0.314  C56 1.106
121 H -6.463 4.136 0.085  C53 1.157
122 H 3.696 1.103 0.180  N12 0.998
123 H -4.329 4.918 -3.840  C46 1.083
124 H -3.331 -2.601 2.372  C48 1.151
125 H 6.007 -0.302 -0.801  C47 1.095
126 H -4.280 -6.030 -1.626  C52 1.066
127 H -3.632 2.947 3.969  C60 1.094
128 H 1.286 -5.939 0.808  C40 1.083
129 H 0.553 -2.358 -0.627  C54 1.050
130 H 0.633 -9.141 7.000  C32 1.107
131 H -3.570 -1.552 -1.790  N19 1.017
132 H 1.784 -9.042 4.459  C24 1.089
133 H 0.585 -3.557 -2.452  C22 1.087
134 H -3.060 3.844 -5.593  C43 1.080
135 H -1.433 2.146 2.094  C38 1.080
136 H -2.914 4.277 -3.144  C46 1.158
137 H -0.275 5.939 4.973  C51 1.089
138 H -0.979 0.280 -3.248  C59 1.073
139 H -1.813 1.904 -6.576  C55 1.103
140 H -0.696 2.710 -2.930  N17 1.026
141 H 5.356 6.598 -0.718  C42 1.102
142 H 2.494 4.716 -0.936  C31 1.085
143 H 6.574 1.485 2.365  N14 1.053
144 H 0.729 6.381 2.586  C39 1.075
145 H 4.606 -1.144 -1.543  C47 1.119
146 H 4.930 1.824 4.180  C29 1.143
147 H -2.496 1.472 -2.044  C57 1.086
148 H -2.335 2.209 -0.465  C57 1.086
149 H 3.318 2.504 -5.323  C50 1.096
150 H 0.834 2.667 -2.362  N17 1.037
151 H 0.338 -5.883 4.060  N15 1.015
152 H 5.913 3.910 3.430  C33 1.102
153 H 1.030 6.244 0.069  C27 1.112
154 H -0.758 3.899 3.824  C49 1.104
155 H 0.168 -8.767 3.827  C24 1.076
156 H 0.745 -4.063 2.982  C30 1.085
157 H 5.063 1.840 -1.539  C37 1.100
158 H -2.492 -5.642 -1.754  C52 1.106
159 H 1.835 5.099 2.893  C39 1.105
160 H -1.129 5.368 6.426  C51 1.066
161 H -3.144 5.044 2.664  N16 1.021
162 H -1.737 6.874 5.662  C51 1.123
163 H 1.181 0.946 1.471  C35 1.128
164 H -2.333 0.483 -0.534  C57 1.084
165 H -0.527 -2.288 -5.999  C44 1.107
166 H -3.051 1.341 2.314  C38 1.097
167 H 1.930 -7.769 2.394  C25 1.108



Which is more stable than every other structure shown? run B is more stable than every other one.